No. 1
Computed, not measured: C3H3Cl2F in the gas phase, with ωB97M-V with the def2-TZVPD basis set.

```
! wB97M-V def2-TZVPD RIJCOSX def2/J DEFGRID3
* xyz 0 1
F -1.19441 -0.65759 -1.54974
C 0.12308 -0.55382 -1.28840
Cl 0.76423 0.90609 -1.92801
C 0.26565 -0.72535 0.15411
C -0.44186 -0.00229 1.07782
Cl -0.14415 0.00881 2.79413
H 0.63953 -1.36047 -1.87949
H 1.16812 -1.16779 0.55575
H -1.28054 0.58201 0.88612
*
```

Summary:
ΔE to the lowest compared entry with this formula, charge and spin, kcal/mol: 8.83
Molar mass, g mol⁻¹: 128.96
SMILES string: F[C@@H](Cl)/C=C/Cl
HOMO energy, eV: -9.91
Largest force on an atom, eV/Å: 4.256

Löwdin atomic charge list, values in e, 6 entries: -0.029, -0.845, 0.706, -0.175, -0.525, 0.605



No. 2
Computed, not measured: C24H15Br2N8O6Rb as an isolated structure, with ωB97M-V with the def2-TZVPD basis set.

```
! wB97M-V def2-TZVPD RIJCOSX def2/J DEFGRID3
* xyz -2 1
Rb -1.10647 0.71420 0.69028
O -5.97535 -0.13868 5.17372
C -5.11519 -0.10259 4.30839
C -5.20190 0.64309 3.00682
O -6.15167 1.31360 2.62427
C -3.95819 0.35533 2.25648
C -3.08933 -0.43201 3.10854
O -1.90053 -0.79948 2.81741
C -3.79718 -0.81479 4.32756
O -3.38627 -1.55405 5.22113
O -3.70841 0.74130 1.09077
Br 2.52271 5.09844 2.48639
C 3.18159 3.50395 1.68052
C 4.56018 3.33539 1.59409
C 5.09129 2.21054 1.02599
Br 6.99498 2.04208 0.94025
C 4.25349 1.19425 0.51176
C 4.71725 0.00319 -0.08830
C 3.82416 -0.91456 -0.56007
C 2.45026 -0.64561 -0.44185
N 1.98390 0.44691 0.10897
C 2.84484 1.36778 0.59607
C 2.23067 2.56139 1.21727
O 0.99060 2.69560 1.30489
H 5.21342 4.10573 1.98147
H 5.78271 -0.16981 -0.16563
H 4.15763 -1.83678 -1.01927
H 1.71302 -1.35259 -0.80885
N -1.32798 -3.09024 1.66659
C -1.06560 -3.34003 0.39457
N -1.01648 -4.63175 -0.00882
C -0.79270 -4.79422 -1.29886
N -0.66817 -6.08551 -1.75320
N -0.62069 -3.82967 -2.21256
C -0.67655 -2.59780 -1.69927
N -0.87051 -2.28682 -0.43780
C -0.49720 -1.47053 -2.68636
C -0.24192 -1.75393 -4.02272
C -0.06755 -0.70000 -4.90441
C -0.15137 0.59588 -4.42365
C -0.41110 0.78058 -3.07212
N -0.58389 -0.22595 -2.22239
H -1.52939 -3.88750 2.24456
H -1.54507 -2.13917 2.04423
H -1.08030 -6.78147 -1.15547
H -0.80561 -6.19673 -2.74288
H -0.18156 -2.78483 -4.33774
H 0.13335 -0.88945 -5.95200
H -0.01885 1.45282 -5.07009
H -0.48069 1.78338 -2.66193
C -0.74863 5.04266 0.35686
C -0.81267 4.59751 -1.03131
N -0.87387 4.21798 -2.11444
H -0.30260 6.03455 0.40721
H -0.13232 4.33867 0.92591
H -1.75232 5.06981 0.77902
*
```

Summary:
ΔE to the lowest compared entry with this formula, charge and spin, kcal/mol: 1.90
Molar mass, g mol⁻¹: 756.71
HOMO energy, eV: -1.08
Largest force on an atom, eV/Å: 0.730

Löwdin atomic charge list, values in e, 6 entries: 0.961, 0.047, -0.307, -0.319, 0.039, -0.372



No. 3
Computed, not measured: a 5-piece molecular cluster, C25H31F4NO10 overall, with ωB97M-V with the def2-TZVPD basis set.

```
! wB97M-V def2-TZVPD RIJCOSX def2/J DEFGRID3
* xyz 0 1
O -2.11628 1.33268 -1.54018
C -2.57942 2.03210 -2.38006
O -3.42127 1.60930 -3.32028
C -4.70128 1.15484 -2.80213
C -5.44068 2.24254 -2.07773
C -5.33687 2.36887 -0.69663
C -6.01500 3.42742 -0.10468
C -6.74595 4.27687 -0.92513
N -6.87588 4.14746 -2.24294
C -6.22248 3.13185 -2.80521
C -2.15827 3.50221 -2.42572
F -1.30331 3.65737 -3.47098
F -3.19454 4.32504 -2.63016
C -1.41586 3.94614 -1.15457
F -2.13769 3.65902 -0.06050
F -1.28323 5.29156 -1.22493
H -4.56346 0.27107 -2.18629
H -5.26471 0.86359 -3.68090
H -4.73643 1.68636 -0.11538
H -5.96561 3.60107 0.95644
H -7.25783 5.11300 -0.46863
H -6.30359 3.01429 -3.87631
H -0.42140 3.50926 -1.10224
O 4.41714 6.79157 -4.77879
C 3.41114 6.46076 -4.22929
C 2.04841 6.21412 -4.85227
C 1.12024 6.22498 -3.63914
C 2.04701 5.74068 -2.53272
O 3.35189 6.21820 -2.89417
H 2.06787 5.24246 -5.34782
H 1.81357 6.99003 -5.57444
H 0.23046 5.61108 -3.75170
H 0.79966 7.24624 -3.42999
H 2.08500 4.64917 -2.47219
H 1.78553 6.13800 -1.55469
O 1.99524 -1.85066 2.44970
C 1.55058 -1.48556 1.39633
C 2.03607 -1.87659 0.01438
C 1.37743 -0.82295 -0.87477
C 0.11750 -0.49064 -0.08553
O 0.48587 -0.66604 1.29889
H 1.67871 -2.88525 -0.20936
H 3.12084 -1.84889 -0.03144
H 1.17102 -1.16052 -1.88801
H 2.01834 0.05821 -0.93709
H -0.70562 -1.17040 -0.31181
H -0.22171 0.52842 -0.23378
O 6.60873 -5.20412 5.35781
C 5.53203 -4.69952 5.23519
C 4.38408 -4.71920 6.22975
C 3.19431 -4.28667 5.37433
C 3.86227 -3.41185 4.32027
O 5.17766 -3.98111 4.14632
H 4.60344 -4.00238 7.02204
H 4.26625 -5.71173 6.65482
H 2.41225 -3.76782 5.92495
H 2.74778 -5.16211 4.89930
H 3.97323 -2.37795 4.65060
H 3.34460 -3.41767 3.37226
O 1.07910 -5.53394 -0.57818
C 0.78842 -6.04372 0.46421
C 0.39080 -5.34347 1.74816
C 0.52750 -6.45177 2.78996
C 0.25154 -7.69670 1.95524
O 0.73785 -7.38316 0.63741
H -0.63997 -4.99953 1.64858
H 1.04638 -4.49754 1.94192
H -0.13872 -6.34942 3.64403
H 1.55183 -6.47952 3.16355
H -0.81474 -7.92091 1.88323
H 0.77229 -8.57857 2.31909
*
```

Summary:
Molar mass, g mol⁻¹: 581.51
SMILES string: O=C(OCc1cccnc1)C(F)(F)C(F)F.O=C1CCCO1.O=C1CCCO1.O=C1CCCO1.O=C1CCCO1
HOMO energy, eV: -10.00
Largest force on an atom, eV/Å: 1.092

Löwdin atomic charge list, values in e, 6 entries: 0.183, -0.402, 0.050, -0.089, -0.205, -0.016



No. 4
Computed, not measured: C6H14O4 as an isolated structure, with ωB97M-V with the def2-TZVPD basis set.

```
! wB97M-V def2-TZVPD RIJCOSX def2/J DEFGRID3
* xyz 0 1
C 1.64114 0.43386 0.35084
C 2.56838 -0.46739 1.10868
C 1.01104 1.58137 1.08375
C -0.21401 -1.13184 0.31609
O 1.88495 0.53682 -0.90270
H 0.93263 0.74599 -1.45539
H 2.20265 -0.67708 2.11291
H 3.53036 0.04762 1.19508
H 2.72424 -1.40115 0.57045
H 0.61195 1.27123 2.04694
H 0.21408 2.03461 0.50059
H 1.79506 2.33072 1.24446
H -1.23749 -1.43287 0.51668
H 0.29744 -1.87740 -0.28893
H 0.19379 -1.05703 1.32007
C -2.05294 -0.91073 -1.71565
C -1.11736 0.11726 -1.11706
O -1.74161 1.11697 -0.33096
O -2.66033 0.55018 0.64073
O -0.27988 0.66124 -1.90087
H -3.48552 0.97061 0.35775
H -1.46312 -1.72340 -2.13062
H -2.76434 -1.30080 -0.99395
H -2.59112 -0.41879 -2.52891
*
```

Summary:
ΔE to the lowest compared entry with this formula, charge and spin, kcal/mol: 150.31
Molar mass, g mol⁻¹: 150.17
HOMO energy, eV: -8.24
Largest force on an atom, eV/Å: 1.456

Löwdin atomic charge list, values in e, 6 entries: -0.433, -0.026, -0.001, -0.005, 0.065, 0.070



No. 5
Computed, not measured: C3H3GaO2 as an isolated structure, with ωB97M-V with the def2-TZVPD basis set.

```
! wB97M-V def2-TZVPD RIJCOSX def2/J DEFGRID3
* xyz 2 1
C -1.41665 -0.21142 0.15624
C -2.04474 0.83375 -0.41008
H -3.13104 0.85838 -0.57045
H -2.08115 -1.05158 0.41282
H -1.51042 1.72997 -0.74750
O 2.16315 -0.44332 0.47078
C 3.26915 -0.65443 0.15844
O 4.36459 -0.86911 -0.09437
Ga 0.38711 -0.19225 0.62412
*
```

Summary:
ΔE to the lowest compared entry with this formula, charge and spin, kcal/mol: 0.00
Molar mass, g mol⁻¹: 140.78
HOMO energy, eV: -20.65
Largest force on an atom, eV/Å: 6.179

Löwdin atomic charge list, values in e, 6 entries: -0.192, 0.065, 0.130, 0.097, 0.096, 0.204